1.
Here is a molecular structure, C4HLiO4Yb in a non-equilibrium geometry from the OMol25 dataset. Energies are from ωB97M-V/def2-TZVPD.

Last column: Mulliken charge in e.
Atoms and positions in Å:
O  -0.74  -0.62  -3.26  -0.2470
C  -1.57  -1.31  -3.58  0.2529
C  0.16  1.06  -0.39  -0.8161
C  0.96  1.55  0.57  0.0207
H  1.84  2.18  0.59  0.3781
Li  0.76  0.59  -2.32  0.9959
O  0.75  0.76  1.81  -0.2694
C  -0.12  -0.15  1.47  0.7883
O  0.04  -1.34  1.78  -0.6349
O  -0.72  0.21  0.35  -0.1866
Yb  -1.36  -2.94  2.97  1.7180

The LUMO energy (spin up / spin down) comes out at -9.940 / -10.038 eV. As for the charge: +2. The value obtained for the HOMO energy (spin up / spin down) is -12.81 / -14.92 eV. The gap between HOMO and LUMO (spin up / spin down) comes out at 2.870 / 4.882 eV. As for the multiplicity: 3.

2.
Here is a molecular structure, C30H63N3O9 in a non-equilibrium geometry from the OMol25 dataset. Energies are from ωB97M-V/def2-TZVPD.

Last column: Mulliken charge in e.
Atoms and positions in Å:
C  -4.50  -2.70  -0.93  -1.8553
C  -3.25  -1.93  -1.05  0.7895
C  -3.50  -0.62  -1.92  -0.9312
N  -2.13  0.06  -2.39  1.1622
C  -1.33  0.58  -1.14  0.8927
C  -1.88  1.89  -0.61  -1.1888
C  -1.99  2.89  -1.71  -1.3499
C  -2.93  2.52  -2.84  -1.3617
C  -2.52  1.14  -3.45  -0.2216
C  -1.23  -0.92  -3.18  -0.9366
H  -4.79  -3.17  -1.87  0.3748
H  -5.29  -2.03  -0.61  0.3749
H  -4.20  -3.56  -0.33  0.4023
H  -2.51  -2.62  -1.45  0.1694
H  -2.95  -1.65  -0.04  0.0782
H  -4.22  0.12  -1.57  0.4770
H  -3.97  -0.95  -2.85  0.4518
H  -1.30  -0.14  -0.32  -0.6539
H  -0.36  0.83  -1.56  -0.7049
H  -2.77  1.81  0.01  1.0821
H  -1.18  2.24  0.15  -1.2803
H  -2.07  3.89  -1.29  0.5999
H  -0.99  2.93  -2.14  0.6137
H  -3.88  2.25  -2.37  0.3624
H  -3.06  3.20  -3.68  0.5590
H  -3.21  0.72  -4.18  0.4511
H  -1.53  1.42  -3.80  0.2318
H  -1.73  -1.45  -3.99  0.3067
H  -1.00  -1.68  -2.43  0.3708
H  -0.41  -0.33  -3.60  0.5755
C  -1.03  3.26  1.56  -1.2659
C  0.10  3.13  0.52  -1.2022
C  0.94  1.78  0.57  -0.8758
N  1.74  1.47  -0.74  1.3525
C  0.78  1.21  -1.96  0.7036
C  1.56  0.99  -3.24  -0.7333
C  2.55  2.07  -3.48  -1.3897
C  3.50  2.36  -2.31  -0.7672
C  2.67  2.63  -1.04  -1.1037
C  2.54  0.23  -0.42  -0.4759
H  -0.69  3.24  2.59  0.4061
H  -1.92  2.67  1.32  0.3841
H  -1.52  4.24  1.51  0.5750
H  0.84  3.91  0.69  0.6650
H  -0.45  3.27  -0.41  0.3806
H  0.26  0.95  0.79  0.6572
H  1.65  1.88  1.39  0.9594
H  0.04  1.99  -2.13  -0.0907
H  0.22  0.32  -1.70  0.6218
H  0.92  1.03  -4.12  0.4213
H  1.99  0.00  -3.30  0.5020
H  2.01  2.99  -3.71  0.3759
H  3.15  1.86  -4.36  0.5462
H  4.15  3.19  -2.55  0.5625
H  4.19  1.52  -2.19  0.2905
H  2.06  3.54  -1.02  0.6582
H  3.39  2.70  -0.23  0.3150
H  1.99  -0.59  0.04  0.1552
H  3.45  0.41  0.15  -0.0838
H  2.94  -0.09  -1.39  0.9299
C  -2.13  -2.55  4.03  -2.0708
C  -0.65  -2.54  3.86  -0.3617
C  -0.22  -1.38  2.98  0.0230
N  1.33  -1.25  2.95  1.2929
C  1.59  0.09  2.13  -0.9537
C  3.04  0.63  2.17  -0.7810
C  3.57  0.72  3.61  -1.4261
C  3.33  -0.62  4.40  -0.8340
C  1.83  -1.00  4.36  -0.9690
C  1.93  -2.36  2.06  -0.7074
H  -2.50  -3.47  4.49  0.4346
H  -2.67  -2.35  3.11  0.3561
H  -2.33  -1.78  4.79  0.5561
H  -0.15  -3.45  3.55  0.4066
H  -0.25  -2.40  4.87  0.4101
H  -0.58  -0.44  3.39  0.5276
H  -0.60  -1.50  1.96  -0.4275
H  0.94  0.80  2.64  0.7227
H  1.21  -0.09  1.12  -1.3495
H  2.99  1.57  1.62  0.4817
H  3.71  0.11  1.49  0.7792
H  3.15  1.61  4.10  0.4129
H  4.64  0.92  3.63  0.4428
H  3.54  -0.64  5.47  0.5202
H  3.93  -1.42  3.98  0.3658
H  1.20  -0.35  4.95  0.3440
H  1.85  -1.93  4.94  0.5729
H  3.02  -2.32  2.07  0.4585
H  1.49  -2.34  1.06  -0.0573
H  1.54  -3.28  2.50  0.5082
O  1.53  -1.32  -2.56  -0.8162
C  1.67  -1.30  -3.89  0.7135
O  0.87  -0.54  -4.48  -0.7068
O  2.58  -1.88  -4.42  -0.7894
H  0.78  -0.73  -2.43  -0.8823
O  -1.23  -2.06  -0.73  -0.6325
C  -0.24  -1.23  -0.38  1.7797
O  0.28  -0.53  -1.26  0.3414
O  0.30  -1.33  0.74  -0.3120
H  -1.27  -2.51  0.12  0.6460
O  -1.33  -3.52  0.72  -0.4628
C  -2.25  -3.48  1.69  0.0325
O  -2.37  -4.41  2.54  -0.7255
O  -2.92  -2.44  1.65  -0.6799
H  -1.47  -2.57  0.69  -0.4989

The LUMO energy comes out at -0.226 eV. The value obtained for the HOMO energy is -7.20 eV. The gap between HOMO and LUMO comes out at 6.976 eV.